<w>
The following is a quantum chemistry calculation of the molecule C2H8N4O, from OMol25.

CARTESIAN COORDINATES (ANGSTROEM)
O 1.117 -1.385 -0.243
N 1.683 0.674 0.294
N 0.923 -0.336 0.366
N 2.797 0.439 -0.373
N -0.204 -0.234 1.169
C -1.792 0.375 -0.554
C -1.351 -0.718 0.437
H -2.665 0.046 -1.199
H -0.356 0.779 1.546
H -1.137 -1.668 -0.018
H -2.198 -0.877 1.176
H 3.049 -0.343 -0.924
H -2.259 1.230 0.111
H 3.300 1.267 -0.642
H -0.906 0.750 -1.145

Properties
HOMO energy   -0.298 Ha
Total charge   0
HOMO-LUMO gap   9.2 eV
E_LUMO   0.0398 hartree
SMILES   CCN/[N+]([O-])=N/N

---

<x>
The following is a quantum chemistry calculation of a cluster of 2 separate species, C2H8N4O in total, from OMol25.

CARTESIAN COORDINATES (ANGSTROEM)
O 0.962 -1.658 0.292
N 0.724 -0.827 -0.795
N 0.006 1.956 0.117
N -0.543 1.036 0.930
N 1.631 -1.013 1.328
C -1.735 0.659 0.763
C 0.009 -1.296 -1.712
H 2.493 -0.615 0.971
H 1.016 -0.264 1.669
H -2.145 -0.018 1.493
H -0.470 2.144 -0.765
H 1.009 1.861 0.038
H -2.380 0.998 -0.061
H -0.407 -2.297 -1.703
H -0.170 -0.664 -2.565

Properties
HOMO energy   -0.334 Ha
Total charge   0
HOMO-LUMO gap   10.0 eV
E_LUMO   0.0337 hartree
SMILES   C=NON.C=NN

---

Most stable structure, least stable structure: <w>, <x>.

---

<w>
The following is a quantum chemistry calculation of a cluster of 2 separate species, C2H8N4O in total, from OMol25.

CARTESIAN COORDINATES (ANGSTROEM)
O 0.539 1.492 -2.198
N 0.750 -1.385 -0.025
N 1.166 -2.604 1.979
N -0.529 1.147 -0.153
N -0.770 3.169 -1.369
C -0.201 1.937 -1.276
C 0.345 -2.222 0.856
H -0.640 3.554 -2.273
H 1.290 -3.636 1.916
H -1.654 3.393 -0.928
H 0.087 0.347 0.060
H 0.251 -1.552 -0.914
H -0.610 -2.799 0.777
H -0.639 1.711 0.702
H 0.615 -2.553 2.845

Properties
HOMO energy   -0.349 Ha
Total charge   0
HOMO-LUMO gap   10.2 eV
E_LUMO   0.0249 hartree
SMILES   [H]/N=C/N.NC(N)=O

---

<x>
The following is a quantum chemistry calculation of a structure of composition C2H8N4O, from OMol25.

CARTESIAN COORDINATES (ANGSTROEM)
O -0.813 0.317 -1.335
N 1.079 1.489 0.010
N 1.766 -0.625 0.930
N -0.234 -0.403 -0.228
N -0.215 -1.798 -0.495
C -1.880 0.295 0.276
C 1.000 0.151 0.266
H 1.955 1.951 0.184
H 0.575 -2.170 0.034
H 2.584 -0.151 1.299
H -2.597 0.859 -0.311
H -2.239 -0.693 0.542
H -0.019 -1.873 -1.495
H -1.493 0.866 1.114
H 0.532 1.785 -0.792

Properties
HOMO energy   -0.292 Ha
Total charge   0
HOMO-LUMO gap   8.7 eV
E_LUMO   0.0277 hartree

---

<y>
The following is a quantum chemistry calculation of the molecule C2H8N4O, from OMol25.

CARTESIAN COORDINATES (ANGSTROEM)
O 0.689 1.736 -1.759
N 0.605 -1.050 0.218
N -0.794 1.203 1.540
N 1.221 0.134 -0.278
N -0.661 1.549 0.143
C -0.388 -1.754 -0.590
C 0.481 1.187 -0.692
H 0.189 -2.074 -1.453
H 1.972 -0.071 -0.970
H -0.626 -2.653 -0.088
H -1.294 -1.194 -0.858
H -0.823 2.553 0.016
H 0.349 -0.959 1.209
H 0.123 1.173 2.028
H -1.042 0.222 1.533

Properties
HOMO energy   -0.343 Ha
Total charge   0
HOMO-LUMO gap   10.2 eV
E_LUMO   0.0309 hartree
SMILES   CNNC(=O)NN

---

Most stable structure, least stable structure: <w>, <x>.

---

<w>
The following is a quantum chemistry calculation of the molecule C3H2N2O3, from OMol25.

CARTESIAN COORDINATES (ANGSTROEM)
O -2.175 -0.020 0.293
O 2.993 -0.315 0.294
O 1.265 0.944 -0.074
N 0.872 -1.323 -0.074
N -0.404 -1.350 -0.222
C -0.107 1.055 -0.111
C 1.849 -0.115 -0.003
C -0.891 -0.072 0.095
H -2.706 -0.759 0.194
H -0.696 1.955 -0.392

Properties
HOMO energy   -0.340 Ha
Total charge   0
HOMO-LUMO gap   8.3 eV
E_LUMO   -0.0355 hartree
SMILES   O=c1nnc(O)co1

---

<x>
The following is a quantum chemistry calculation of a structure of composition C3H2N2O3, from OMol25.

CARTESIAN COORDINATES (ANGSTROEM)
O 2.233 -0.689 0.773
O -1.044 0.560 1.029
O 0.923 0.998 -0.048
N -0.624 -0.285 -1.001
N -2.100 -0.326 0.779
C 2.178 0.359 0.162
C -0.175 0.401 -0.104
C -1.855 -0.687 -0.515
H -2.476 -1.374 -0.950
H 2.940 1.043 -0.125

Properties
HOMO energy   -0.381 Ha
Total charge   0
HOMO-LUMO gap   10.7 eV
E_LUMO   0.0109 hartree

---

Most stable structure, least stable structure: <x>, <w>.